one.
C4H8O4 | ωB97M-V with the def2-TZVPD basis set

```
16
C4H8O4, DFT ωB97M-V with the def2-TZVPD basis set
O -1.77222 1.62607 -2.28093
O 1.47798 -1.15373 -0.77984
O 2.05295 -1.01169 1.41014
O -1.87989 -0.04641 -0.80468
C 2.93911 0.12806 1.29528
C -1.23575 0.67640 -1.70749
C 1.46790 -1.60666 0.39431
C -3.07395 0.47227 -0.13710
H -4.03762 0.31090 -0.64888
H 2.38574 1.00735 1.66574
H -2.90459 1.55785 -0.04007
H -0.30408 0.21990 -2.09642
H 0.92301 -2.52824 0.67969
H 3.25788 0.32448 0.25778
H -3.13445 0.03394 0.87325
H 3.83803 -0.01044 1.91928
```

As for the orbital gap: 11.000 eV. As for the spin multiplicity: 1. The net charge is 0. Its structure (SMILES) is COC=O.COC=O.

two.
C4H8O4 | ωB97M-V with the def2-TZVPD basis set

```
16
C4H8O4, DFT ωB97M-V with the def2-TZVPD basis set
O 0.28556 1.85360 -0.17315
O -2.69336 0.25806 0.24982
O 0.01208 -2.02557 -0.06638
O -0.04056 0.01834 1.24586
C -0.41254 -0.74057 0.03993
C -1.75704 -0.36902 -0.61244
C 0.74687 0.67160 0.28817
C 2.14733 0.40675 0.02892
H 2.37889 0.80527 -0.94574
H -1.59057 0.27261 -1.47574
H 2.88238 0.94042 0.78486
H -0.62894 1.80871 -0.28473
H 2.39251 -0.57552 0.06244
H -2.39470 0.24112 1.16363
H -2.08585 -1.34654 -0.96714
H 0.75795 -2.21924 0.66170
```

As for the orbital gap: 8.311 eV. As for the spin multiplicity: 1. The net charge is 0. Its structure (SMILES) is C[C@]1(O)O[C@@]1(O)CO.

Stability check: which of them is least stable? two.

one.
C4H8O4 | ωB97M-V with the def2-TZVPD basis set

```
16
C4H8O4, DFT ωB97M-V with the def2-TZVPD basis set
O -0.28760 1.77200 -0.45547
O 0.18312 -1.94346 0.44535
O 0.01647 -0.77383 -1.50945
O -0.64640 0.88553 1.54208
C -0.63776 3.22019 1.47848
C 0.82349 -3.17346 -1.50546
C 0.26512 -1.82373 -0.89467
C -0.41428 1.86430 0.86731
H 0.10624 3.99678 0.96260
H 0.03798 -3.95613 -1.43240
H 1.71999 -3.51180 -0.80431
H -1.74294 3.66844 1.37501
H -0.23003 3.16892 2.59935
H -0.35544 0.88805 -0.80394
H 1.34787 -3.24884 -2.51071
H -0.18585 -1.03297 0.64623
```

As for the orbital gap: 11.296 eV. As for the spin multiplicity: 1. The net charge is 0. Its structure (SMILES) is CC(=O)O.CC(=O)O.

two.
C4H8O4 | ωB97M-V with the def2-TZVPD basis set

```
16
C4H8O4, DFT ωB97M-V with the def2-TZVPD basis set
O 1.98074 0.55481 -1.01152
O -0.72703 0.76627 -1.44251
O 1.05630 -1.49704 -0.61789
O -1.13635 -0.37453 0.54053
C 1.15432 -0.14946 -0.21128
C 1.44741 -0.08800 1.32457
C -2.49750 -0.48052 0.24111
C -0.34518 0.20916 -0.41311
H 1.48823 0.83162 -1.78317
H -2.79077 -1.04466 1.08253
H 1.10803 -1.45333 -1.58686
H 1.17475 0.95754 1.75520
H 0.84586 -1.01822 1.71822
H -2.70713 -0.79946 -0.78574
H 2.53710 -0.33149 1.45722
H -3.05585 0.46070 0.44591
```

As for the orbital gap: 10.872 eV. As for the spin multiplicity: 1. The net charge is 0. Its structure (SMILES) is COC(=O)C(C)(O)O.

Stability check: which of them is least stable? two.

one.
H7O3 | ωB97M-V with the def2-TZVPD basis set

```
10
H7O3, DFT ωB97M-V with the def2-TZVPD basis set
O 1.33393 -0.61215 -1.34191
O 0.14745 0.98308 0.07147
O -1.31662 -0.14218 1.43819
H -0.19479 1.45963 -0.71158
H -1.90127 0.32159 1.99443
H -1.83056 -1.02752 1.29486
H 0.51438 0.18714 -0.47734
H -0.46785 0.73315 0.85980
H 1.37871 -1.27463 -2.07660
H 2.33663 -0.62810 -1.05133
```

As for the orbital gap: 13.789 eV. As for the spin multiplicity: 1. The net charge is +1.

two.
H7O3 | ωB97M-V with the def2-TZVPD basis set

```
10
H7O3, DFT ωB97M-V with the def2-TZVPD basis set
O 2.04950 0.20138 0.44029
O -0.11833 0.53390 -0.71146
O -1.92978 -0.65081 0.27144
H -2.62939 -0.58162 0.93708
H 0.08941 0.21592 -1.63080
H -0.82189 0.20914 -0.08045
H 0.74429 0.59904 -0.30333
H 2.11162 -0.21127 1.35065
H -2.40934 -1.16933 -0.32200
H 2.90414 0.26238 0.04666
```

As for the orbital gap: 13.421 eV. As for the spin multiplicity: 1. The net charge is +1.

Stability check: which of them is least stable? one.

one.
C2H8N5 | ωB97M-V with the def2-TZVPD basis set

```
15
C2H8N5, DFT ωB97M-V with the def2-TZVPD basis set
N 1.03299 1.77509 0.78782
N -1.69570 -0.18415 -0.32617
N 1.42871 1.15034 -0.18008
N 0.83788 -0.05808 -0.16705
N -0.10990 -0.16924 0.74160
C 1.25722 -1.20856 -0.97550
C -0.16100 1.06352 1.42936
H -1.35545 -0.65896 -1.13850
H -1.88494 0.78078 -0.40296
H 2.35578 -1.24867 -0.83528
H 1.15074 -1.11451 -1.98106
H 0.01479 0.97909 2.44151
H -2.58773 -0.64843 -0.01067
H -1.07727 1.66257 1.21669
H 0.79389 -2.12080 -0.59972
```

As for the orbital gap (spin up / spin down): 8.870 / 8.870 eV. As for the spin multiplicity: 1. The net charge is +1.

two.
C2H8N5 | ωB97M-V with the def2-TZVPD basis set

```
15
C2H8N5, DFT ωB97M-V with the def2-TZVPD basis set
N -0.00040 -2.40735 -2.44929
N -0.06240 1.76248 1.33881
N 0.56920 0.36801 -0.20911
N -0.15184 0.59605 0.92914
N 0.49972 -0.92890 -0.70969
C 0.01912 -1.18404 -1.92164
C -0.50519 2.06236 2.69902
H -1.20145 2.85587 2.74347
H -0.32025 -0.28801 -2.44017
H 0.37645 2.54135 3.12434
H 0.74599 -1.80834 -0.19460
H 0.44059 -3.30162 -2.16060
H -0.42293 -2.60994 -3.27540
H -0.75618 1.16077 3.31454
H 0.76957 1.18130 -0.78881
```

As for the orbital gap: 9.029 eV. As for the spin multiplicity: 1. The net charge is +1. Its structure (SMILES) is C/N=N/N/[NH+]=C/N.

Stability check: which of them is least stable? one.

one.
C2H5FO | ωB97M-V with the def2-TZVPD basis set

```
9
C2H5FO, DFT ωB97M-V with the def2-TZVPD basis set
F 1.33602 -0.97029 -0.02166
O 0.84560 1.20572 0.16179
C 0.39576 0.02489 -0.25880
C -0.95524 -0.33066 0.39091
H -1.85380 0.09859 -0.12527
H -1.19841 -1.32807 0.17288
H -0.79985 0.04272 1.38998
H 1.75231 1.17562 0.00361
H 0.47761 0.08150 -1.71345
```

As for the orbital gap: 11.244 eV. As for the spin multiplicity: 1. The net charge is 0.

two.
C2H5FO | ωB97M-V with the def2-TZVPD basis set

```
9
C2H5FO, DFT ωB97M-V with the def2-TZVPD basis set
F -2.63063 0.25173 -0.05961
O -1.23099 -0.50664 -0.00010
C -0.27037 0.47068 0.06735
C 0.94147 -0.43054 -0.08202
H 1.79051 0.12819 0.38561
H -0.17197 0.91752 0.98683
H 1.01733 -0.58552 -1.07277
H 0.83271 -1.40724 0.44907
H -0.27806 1.16182 -0.67435
```

As for the orbital gap: 10.837 eV. As for the spin multiplicity: 1. The net charge is 0.

Stability check: which of them is least stable? two.

one.
C6H6 | ωB97M-V with the def2-TZVPD basis set

```
12
C6H6, DFT ωB97M-V with the def2-TZVPD basis set
C -1.14219 0.79050 0.63328
C -0.73310 -0.77102 -0.96745
C 0.12731 0.06426 0.04633
C -0.68488 -1.08489 -2.21552
C 1.56496 0.21928 -0.14516
C -1.06538 -0.73976 0.46273
H -1.68041 1.29309 -0.10713
H 1.77547 1.06818 -0.80328
H -0.95706 1.28495 1.68302
H -1.02410 -1.94303 1.35229
H 1.94110 0.40814 0.83480
H 1.87827 -0.58971 -0.77391
```

As for the orbital gap: 8.720 eV. As for the spin multiplicity: 1. The net charge is 0.

two.
C6H6 | ωB97M-V with the def2-TZVPD basis set

```
12
C6H6, DFT ωB97M-V with the def2-TZVPD basis set
C 1.84776 -0.40962 0.89954
C -1.83125 0.23729 -0.79144
C 1.91658 0.66303 1.72690
C -2.81895 0.19555 -1.65717
C 0.58713 -0.53073 -0.00635
C -0.63647 -0.01175 -0.27608
H -2.81638 -0.79792 -2.17483
H 2.75880 0.70940 2.39234
H 2.56188 -1.12788 0.65506
H 1.34743 1.54042 1.63325
H -3.75445 0.91812 -1.79623
H 0.83792 -1.38591 -0.60499
```

As for the orbital gap: 8.325 eV. As for the spin multiplicity: 1. The net charge is 0. Its structure (SMILES) is C=C=C=CC=C.

Stability check: which of them is least stable? one.